23
Properties=species:S:1:pos:R:3:lowdin_charge:R:1 method="wB97M-V/def2-TZVPD" smiles="CCN(CC)COC(=S)S" de_lowest_kcal_mol=60.1 homo_energy_ev=-8.4
C -0.955 0.304 -2.289 -0.077
C 0.294 0.685 -1.484 -0.247
C 1.495 0.857 0.647 -0.229
C 1.360 0.921 2.175 -0.110
C 0.234 -1.153 0.052 -0.208
C -2.135 -1.627 0.467 -1.304
H -1.863 0.630 -1.752 0.083
H -1.003 0.702 -3.312 0.075
H -0.966 -0.842 -2.418 0.101
H 0.426 1.731 -1.563 0.094
H 1.145 0.231 -2.021 0.121
H 1.621 1.847 0.204 0.109
H 2.399 0.233 0.433 0.123
H 0.762 1.826 2.506 0.086
H 0.941 -0.032 2.619 0.071
H 2.432 1.035 2.657 0.107
H 0.407 -1.508 1.043 0.116
H 0.926 -1.619 -0.711 0.161
H -1.141 0.271 1.171 -0.103
N 0.258 0.306 -0.051 -0.197
O -1.040 -1.706 -0.293 -0.205
S -2.249 -0.395 1.670 0.796
S -3.347 -2.699 0.248 0.636